(1)
Molecular formula: C25H20BrGdN7O2S
Method: DFT, ωB97M-V/def2-TZVPD

Results
- LUMO level (alpha / beta): -3.1071 / -5.0065 eV
- Expectation value of S²: 16.06
- Relative energy (zero: lowest compared OMol25 entry of this formula, charge and spin): 76.55 kcal per mole
- 2S+1: 8
- Charge: +1
- Energy: -5236.2028 Eh

Cartesian coordinates (Å):
Gd -1.465 0.139 -1.578
N -2.676 -3.139 0.103
C -1.852 -2.363 0.811
N -1.908 -2.508 2.152
C -1.118 -1.766 2.902
N -1.035 -2.008 4.214
N -0.403 -0.766 2.358
C -0.311 -0.663 0.931
N -1.029 -1.553 0.131
C 0.934 1.054 0.424
C 1.465 2.020 1.464
C 1.279 3.435 1.029
C 1.256 3.684 -0.282
C 1.287 2.590 -1.252
N 1.148 1.344 -0.977
H -3.282 -3.775 0.588
H -2.625 -3.142 -0.901
H -1.644 -2.709 4.599
H -0.561 -1.372 4.830
H 2.546 1.844 1.561
H 1.230 4.222 1.773
H 1.198 4.693 -0.667
H 1.378 2.842 -2.306
C 2.360 -1.220 0.613
C 1.207 -0.338 1.005
C 0.897 -0.085 2.531
C 0.747 1.471 2.723
C -0.691 1.911 2.619
C -1.372 2.673 3.551
C -2.676 3.071 3.267
C -3.286 2.729 2.075
C -2.611 1.969 1.112
S -3.416 1.574 -0.404
C -1.309 1.577 1.416
N -0.544 0.787 0.506
H 3.236 -0.997 1.224
H 2.628 -1.064 -0.432
H 2.105 -2.271 0.753
H 1.559 -0.555 3.257
H 1.202 1.805 3.654
H -0.893 2.956 4.480
H -3.221 3.661 3.992
H -4.296 3.049 1.855
Br -0.965 -1.683 -6.674
C 0.483 -1.863 -5.472
C 1.716 -2.320 -5.910
C 2.758 -2.442 -5.007
C 2.573 -2.127 -3.668
C 1.340 -1.672 -3.236
C 0.293 -1.531 -4.144
C -0.963 -0.911 -3.598
O -1.024 0.360 -3.616
O -1.779 -1.580 -2.915
H 1.854 -2.577 -6.952
H 3.723 -2.788 -5.351
H 3.391 -2.238 -2.968
H 1.166 -1.433 -2.193

=====

(2)
Molecular formula: C18H24N7O7RuS2
Method: DFT, ωB97M-V/def2-TZVPD

Results
- LUMO level (alpha / beta): -2.6096 / -2.3309 eV
- Expectation value of S²: 1.09
- Relative energy (zero: lowest compared OMol25 entry of this formula, charge and spin): 92.99 kcal per mole
- 2S+1: 2
- Energy: -2501.4553 Eh

Cartesian coordinates (Å):
Ru 0.067 -1.138 1.125
O 2.237 -0.661 2.831
C 1.894 -1.117 4.115
C 0.821 -2.210 4.047
N -0.353 -1.787 3.267
C -1.306 -2.893 3.178
C -2.490 -2.590 2.156
O -3.471 -3.301 2.255
O -2.268 -1.658 1.352
C -0.989 -0.614 3.876
C -0.420 0.725 3.287
O -0.361 1.705 3.996
O -0.069 0.647 2.067
H 2.763 -1.342 2.366
H 1.533 -0.243 4.664
H 2.773 -1.510 4.642
H 0.525 -2.477 5.072
H 1.244 -3.096 3.556
H -1.754 -3.126 4.153
H -0.802 -3.789 2.799
H -0.886 -0.602 4.967
H -2.052 -0.613 3.624
N -2.487 6.613 -3.229
C -2.004 5.363 -2.949
C -1.209 5.151 -1.815
C -0.672 3.904 -1.574
C -0.920 2.879 -2.465
C -1.701 3.054 -3.587
C -2.241 4.302 -3.832
S -0.124 1.218 -2.086
O -0.068 0.553 -3.377
O 1.206 1.759 -1.688
N -0.066 -0.510 -0.762
C -0.456 -1.673 -1.186
N -0.332 -2.673 -0.203
C -0.770 -3.885 -0.457
C -1.270 -4.221 -1.708
C -1.316 -3.195 -2.653
N -0.932 -1.971 -2.401
H -2.478 7.291 -2.486
H -3.247 6.687 -3.883
H -1.028 5.969 -1.133
H -0.058 3.717 -0.708
H -1.862 2.224 -4.257
H -2.845 4.473 -4.711
H -0.711 -4.621 0.339
H -1.603 -5.218 -1.933
H -1.700 -3.368 -3.651
C 3.658 0.225 -2.627
N 3.449 -0.889 -1.727
C 2.878 -0.793 -0.534
N 2.583 0.389 -0.015
S 2.626 -2.265 0.315
H 4.362 -0.072 -3.399
H 4.057 1.072 -2.074
H 2.718 0.530 -3.091
H 3.624 -1.819 -2.076
H 2.158 1.095 -0.673
H 2.140 0.398 0.900

=====

(3)
Molecular formula: C13H28GeMnO6
Method: DFT, ωB97M-V/def2-TZVPD

Results
- LUMO level (alpha / beta): 2.1270 / 3.0317 eV
- Expectation value of S²: 6.25
- Relative energy (zero: lowest compared OMol25 entry of this formula, charge and spin): 0.00 kcal per mole
- 2S+1: 5
- Charge: -1
- Energy: -4191.6614 Eh

Cartesian coordinates (Å):
Mn 0.340 0.691 0.184
C -0.132 -0.282 4.558
C -0.844 -0.215 3.208
C -1.877 -1.335 3.091
C -1.520 1.141 3.035
O 0.144 -0.339 2.192
Ge 0.668 -1.854 1.096
O -0.804 -1.137 -0.013
C -1.460 -1.747 -1.122
C -0.481 -2.597 -1.933
C -2.036 -0.628 -1.995
C -2.591 -2.628 -0.590
O 0.961 0.484 -1.611
C 2.166 1.002 -2.149
C 1.774 1.794 -3.398
C 2.874 1.949 -1.185
C 3.088 -0.163 -2.525
H -0.835 -0.159 5.386
H 0.621 0.506 4.614
H 0.371 -1.245 4.668
H -2.659 -1.231 3.849
H -1.400 -2.310 3.221
H -2.334 -1.310 2.103
H -2.251 1.332 3.824
H -2.024 1.181 2.067
H -0.766 1.929 3.041
H 0.368 -1.979 -2.240
H -0.973 -3.005 -2.819
H -0.113 -3.433 -1.333
H -1.229 -0.001 -2.373
H -2.716 -0.011 -1.401
H -2.592 -1.041 -2.842
H -2.183 -3.391 0.077
H -3.126 -3.124 -1.402
H -3.301 -2.021 -0.023
H 1.115 2.620 -3.124
H 1.250 1.148 -4.105
H 2.667 2.196 -3.888
H 2.203 2.773 -0.938
H 3.786 2.355 -1.627
H 3.131 1.407 -0.271
H 2.580 -0.821 -3.236
H 3.319 -0.731 -1.630
H 4.018 0.191 -2.984
O 1.813 -0.662 0.390
O -0.280 4.793 0.491
C 0.256 3.702 0.527
O -0.291 2.567 0.248
H 1.306 3.638 0.887

=====

(4)
Molecular formula: C3H9ClN3O2S
Method: DFT, ωB97M-V/def2-TZVPD

Results
- LUMO level (alpha / beta): -2.8569 / -6.3879 eV
- Expectation value of S²: 2.01
- Relative energy (zero: lowest compared OMol25 entry of this formula, charge and spin): 0.00 kcal per mole
- 2S+1: 3
- Charge: +1
- Energy: -1292.4774 Eh

Cartesian coordinates (Å):
C 0.330 -0.913 -1.025
C -1.732 -0.718 0.584
C -0.274 -1.016 0.259
N -0.408 -0.611 -2.084
N 0.325 2.172 1.946
N 1.642 -1.031 -1.079
O -0.027 2.163 -0.567
O 1.990 1.027 0.530
S 0.622 1.481 0.535
Cl 0.353 -1.927 1.492
H -2.321 -1.520 0.320
H -2.024 0.151 0.061
H -1.785 -0.477 1.633
H -1.415 -0.534 -2.081
H -0.051 -0.666 -3.084
H 1.016 2.034 2.533
H -0.478 2.713 2.150
H 1.991 -1.366 -0.260
H 2.245 -0.959 -1.865

=====

(5)
Molecular formula: C26H21F6HfIN4O4Sb
Method: DFT, ωB97M-V/def2-TZVPD

Results
- LUMO level (alpha / beta): -6.5545 / -9.1376 eV
- Expectation value of S²: 0.77
- Relative energy (zero: lowest compared OMol25 entry of this formula, charge and spin): 0.00 kcal per mole
- 2S+1: 2
- Charge: +2
- Energy: -2708.2963 Eh

Cartesian coordinates (Å):
Hf 0.571 -0.050 0.457
C -1.148 3.144 -2.453
C -2.001 2.020 -1.989
N -3.060 1.684 -2.669
C -3.951 0.807 -2.243
C -3.873 0.239 -0.946
C -4.925 -0.738 -0.466
O -4.374 -1.825 0.244
C -2.753 0.515 -0.190
C -2.599 0.036 1.176
N -1.466 -0.012 1.763
C -1.406 -0.305 3.146
C -2.261 -1.211 3.770
C -2.142 -1.461 5.126
C -1.166 -0.819 5.876
C -0.303 0.085 5.274
C -0.434 0.322 3.921
I 0.827 1.732 2.948
C -1.716 1.340 -0.724
O -0.621 1.548 -0.096
H -1.212 3.221 -3.535
H -1.524 4.080 -2.027
H -0.116 3.021 -2.127
H -4.718 0.516 -2.952
H -5.585 -0.202 0.225
H -5.532 -1.062 -1.313
H -4.138 -2.534 -0.363
H -3.515 -0.176 1.719
H -2.998 -1.745 3.180
H -2.811 -2.166 5.600
H -1.071 -1.021 6.935
H 0.459 0.595 5.848
O -1.416 -1.465 -2.687
C -0.538 -1.090 -1.959
O -0.537 -1.210 -0.646
C 0.653 -0.331 -2.499
C 1.087 -0.519 -3.809
C 2.182 0.186 -4.234
C 2.756 1.162 -3.399
C 3.858 1.956 -3.794
C 4.295 2.976 -3.002
C 3.626 3.276 -1.798
C 2.589 2.499 -1.363
C 2.176 1.380 -2.120
N 1.190 0.547 -1.655
H 0.572 -1.235 -4.434
H 2.585 0.028 -5.227
H 4.335 1.744 -4.743
H 5.142 3.575 -3.308
H 3.932 4.136 -1.217
H 2.053 2.749 -0.458
C 1.125 -4.365 2.438
C 0.698 -3.062 2.018
N 0.385 -2.012 1.687
H 2.057 -4.611 1.926
H 0.379 -5.121 2.192
H 1.302 -4.368 3.514
F 2.186 -1.581 -0.261
Sb 3.822 -1.012 0.793
F 4.108 -2.841 1.054
F 2.662 -1.009 2.323
F 5.150 -0.187 1.781
F 2.624 0.666 0.619
F 4.521 -0.437 -0.846

=====

(6)
Molecular formula: C2H8N4O
Method: DFT, ωB97M-V/def2-TZVPD

Results
- LUMO level: 1.0442 eV
- Relative energy (zero: lowest compared OMol25 entry of this formula, charge and spin): 122.65 kcal per mole
- SMILES: [H]/N=C\C.N/N=N\O
- Energy: -375.1111 Eh

Cartesian coordinates (Å):
H -0.408 0.635 -0.729
N -0.948 -0.342 -0.792
C -1.968 -0.473 -0.118
C -2.827 0.546 0.558
H -2.377 -1.577 -0.288
H -3.450 0.109 1.301
H -2.185 1.400 0.830
H -3.539 0.930 -0.186
N 3.680 0.290 0.289
N 2.498 0.850 -0.263
N 1.468 0.184 -0.388
O 1.422 -1.191 -0.085
H 3.837 -0.656 0.292
H 4.407 0.760 -0.171
H 0.391 -1.466 -0.247

=====

(7)
Molecular formula: C16H26N6O5S
Method: DFT, ωB97M-V/def2-TZVPD

Results
- LUMO level: 0.2693 eV
- Relative energy (zero: lowest compared OMol25 entry of this formula, charge and spin): 45.10 kcal per mole
- SMILES: CS[C@]1(C(=O)NCCOCCN(C)C(=O)Cn2cnc(C(N)=O)n2)C[C@H](O)C1
- Energy: -1728.2284 Eh

Cartesian coordinates (Å):
C -2.436 -0.812 -5.238
S -0.910 -0.716 -4.276
C 0.012 0.722 -4.936
C 0.479 1.671 -3.825
O 1.421 2.422 -4.024
N -0.233 1.686 -2.679
C 0.179 2.507 -1.560
C 1.282 1.856 -0.752
O 0.778 0.646 -0.223
C 1.764 -0.102 0.462
C 1.142 -1.392 0.949
N 0.050 -1.174 1.889
C -1.297 -1.174 1.345
C 0.380 -0.924 3.176
O 1.539 -0.870 3.554
C -0.775 -0.666 4.147
N -0.329 -0.628 5.518
C 0.645 0.091 6.101
N 0.681 -0.166 7.388
C -0.314 -1.083 7.542
C -0.654 -1.692 8.866
N 0.146 -1.246 9.865
O -1.552 -2.493 9.009
N -0.949 -1.392 6.435
C 1.169 0.313 -5.889
C 0.303 0.678 -7.104
O -0.318 -0.438 -7.728
C -0.625 1.458 -6.150
H -2.928 -1.719 -4.887
H -3.091 0.035 -5.041
H -2.242 -0.898 -6.303
H -0.890 0.937 -2.530
H 0.530 3.465 -1.943
H -0.689 2.681 -0.924
H 2.146 1.660 -1.398
H 1.601 2.526 0.057
H 2.600 -0.335 -0.211
H 2.158 0.468 1.311
H 0.743 -1.950 0.101
H 1.910 -1.992 1.434
H -2.035 -0.960 2.110
H -1.379 -0.419 0.563
H -1.529 -2.152 0.916
H -1.266 0.273 3.882
H -1.517 -1.459 4.104
H 1.293 0.754 5.556
H 0.876 -0.584 9.668
H 0.002 -1.601 10.793
H 2.007 0.996 -5.764
H 1.514 -0.720 -5.825
H 0.773 1.264 -7.892
H -0.117 -1.226 -7.214
H -1.695 1.363 -6.314
H -0.351 2.512 -6.111

=====

(8)
Molecular formula: C27H37N11O2S2
Method: DFT, ωB97M-V/def2-TZVPD

Results
- LUMO level: -0.6048 eV
- Energy: -2600.0821 Eh

Cartesian coordinates (Å):
C 3.522 2.143 1.756
C 2.054 2.616 1.443
O 1.417 2.747 2.728
C 1.433 1.511 0.557
O 0.371 1.937 -0.319
C -0.490 2.829 0.248
C -0.534 4.081 -0.311
C -1.447 5.064 0.194
N -1.580 6.320 -0.277
S -2.778 6.969 0.616
N -3.193 5.768 1.652
C -2.359 4.779 1.295
C -2.265 3.467 1.865
C -1.361 2.509 1.352
S -1.326 0.843 2.058
H 4.245 2.486 0.999
H 3.493 1.035 1.712
H 3.816 2.387 2.785
H 2.131 3.601 0.961
H 0.965 1.908 2.889
H 2.236 1.149 -0.101
H 1.140 0.669 1.212
H 0.125 4.293 -1.156
H -2.955 3.258 2.684
H -2.609 0.523 2.388
C 4.416 -2.752 1.664
C 3.747 -1.816 0.754
N 3.215 -1.098 0.030
H 3.761 -3.598 1.867
H 5.335 -3.115 1.207
H 4.654 -2.251 2.600
C -0.166 -2.541 0.749
C 0.387 -3.267 1.899
N 0.819 -3.834 2.801
H 0.645 -2.168 0.123
H -0.794 -3.205 0.157
H -0.765 -1.698 1.094
C 2.599 -3.116 -3.377
C 3.088 -3.920 -2.249
N 3.470 -4.543 -1.362
H 3.436 -2.796 -3.994
H 1.915 -3.707 -3.984
H 2.076 -2.236 -3.005
C 1.551 4.042 -4.290
C 2.287 2.774 -4.186
N 2.862 1.782 -4.104
H 1.789 4.531 -5.233
H 0.480 3.853 -4.248
H 1.829 4.700 -3.469
C -6.529 2.818 3.759
C -5.335 2.057 3.378
N -4.388 1.473 3.094
H -6.304 3.884 3.752
H -7.334 2.619 3.059
H -6.847 2.529 4.757
C 2.853 -6.144 -6.420
C 1.814 -5.309 -7.037
N 1.001 -4.654 -7.519
H 3.788 -5.588 -6.361
H 2.547 -6.432 -5.415
H 3.012 -7.045 -7.008
C -0.634 4.157 5.667
C -2.016 3.926 6.120
N -3.094 3.756 6.482
H -0.622 4.278 4.584
H -0.223 5.035 6.161
H -0.011 3.301 5.922
C -9.642 0.516 6.303
C -9.432 1.201 5.020
N -9.267 1.736 4.016
H -10.175 -0.418 6.139
H -8.681 0.302 6.769
H -10.227 1.149 6.967
C 4.886 -8.918 -9.312
C 4.604 -9.289 -7.918
N 4.389 -9.591 -6.832
H 3.965 -8.933 -9.892
H 5.315 -7.918 -9.349
H 5.591 -9.625 -9.746

=====

(9)
Molecular formula: C25H42F3O14SY
Method: DFT, ωB97M-V/def2-TZVPD

Results
- LUMO level: -1.0943 eV
- Relative energy (zero: lowest compared OMol25 entry of this formula, charge and spin): 0.00 kcal per mole
- Energy: -2767.5021 Eh

Cartesian coordinates (Å):
Y -16.145 -12.155 -14.318
C -12.113 -11.621 -16.946
C -12.919 -11.228 -15.720
O -14.205 -11.721 -15.607
H -11.730 -12.642 -16.972
H -11.256 -10.954 -17.059
H -12.765 -11.482 -17.816
H -12.947 -10.126 -15.604
H -12.363 -11.518 -14.804
C -18.454 -15.337 -16.478
C -18.528 -13.827 -16.644
O -17.629 -13.098 -15.886
H -18.590 -15.612 -15.430
H -17.475 -15.728 -16.767
H -19.206 -15.813 -17.111
H -19.527 -13.420 -16.406
H -18.415 -13.569 -17.714
C -12.644 -13.510 -11.732
F -12.642 -14.675 -12.401
F -11.844 -13.650 -10.677
F -12.186 -12.530 -12.501
S -14.403 -13.129 -11.155
O -14.952 -14.385 -10.666
O -14.206 -12.111 -10.147
O -15.108 -12.621 -12.339
C -19.988 -11.305 -12.170
C -19.077 -10.793 -11.076
C -17.712 -10.600 -11.755
O -17.848 -11.112 -13.100
C -19.237 -11.052 -13.463
H -20.929 -10.758 -12.276
H -20.253 -12.356 -12.043
H -19.063 -11.420 -10.186
H -19.458 -9.839 -10.699
H -16.943 -11.194 -11.268
H -17.451 -9.546 -11.842
H -19.448 -11.698 -14.312
H -19.424 -10.016 -13.777
O -16.885 -10.318 -15.572
C -17.006 -9.945 -16.703
O -17.983 -9.090 -17.057
C -17.816 -8.740 -18.436
C -17.143 -9.970 -19.041
C -16.207 -10.366 -17.920
H -17.180 -7.851 -18.483
H -18.765 -8.470 -18.894
H -16.573 -9.748 -19.945
H -17.814 -10.802 -19.254
H -15.203 -9.948 -17.967
H -16.076 -11.442 -17.778
O -15.129 -14.364 -14.694
C -14.343 -15.249 -14.857
O -14.664 -16.514 -14.596
C -13.590 -17.399 -14.985
C -12.367 -16.498 -14.929
C -12.912 -15.141 -15.367
H -13.826 -17.774 -15.987
H -13.594 -18.275 -14.341
H -11.588 -16.858 -15.605
H -11.969 -16.501 -13.916
H -12.971 -15.043 -16.450
H -12.372 -14.345 -14.869
O -17.521 -13.788 -13.001
C -17.889 -14.777 -12.441
O -18.795 -14.730 -11.465
C -19.079 -16.003 -10.900
C -18.277 -17.016 -11.731
C -17.326 -16.169 -12.568
H -20.145 -16.229 -10.939
H -18.829 -15.993 -9.838
H -18.983 -17.491 -12.417
H -17.774 -17.782 -11.149
H -17.156 -16.420 -13.612
H -16.322 -16.113 -12.133
O -15.258 -10.166 -13.367
C -14.601 -9.376 -12.741
O -15.019 -8.143 -12.503
C -14.073 -7.387 -11.746
C -12.736 -8.172 -11.860
C -13.251 -9.615 -12.100
H -14.427 -7.361 -10.715
H -13.957 -6.382 -12.140
H -12.170 -8.212 -10.930
H -12.094 -7.769 -12.637
H -13.417 -10.193 -11.192
H -12.571 -10.095 -12.799